[1]
DFT (wB97M-V/def2-TZVPD) results for a molecular structure, C20H20GaN6O5S.

Properties
Electronic energy (eV): -103449.250
HOMO-LUMO gap (Ha): 0.2380
Maximum force (eV/Å): 0.4

```
! RIJCOSX wB97M-V def2-TZVPD def2/J DEFGRID3
* xyz 1 1
C 3.9457 -0.0449 1.4172
N 1.8382 -0.7263 0.3370
C 0.1786 1.2905 -2.7728
H 1.0895 -9.3649 3.9878
N 2.0508 -1.8761 0.8351
Ga -0.1585 -0.4560 -0.1763
C 2.9029 0.2159 0.5297
C 0.4072 1.7709 2.0083
C 0.7138 -6.0797 2.0332
C -2.3402 1.5212 -0.0592
H 1.5433 -1.4397 -2.3361
C 4.9428 0.8991 1.5914
C -0.0608 0.4130 2.5245
C 1.1234 -2.8348 0.6275
H -0.5171 2.0427 -2.4426
O 0.1028 0.1276 3.6804
C -1.4748 2.4564 0.7407
N 0.5324 -4.8873 1.2950
H -1.8744 2.4988 1.7576
C -0.1361 -8.2328 2.6406
H -1.1454 -6.8810 1.3124
H 2.4025 -0.3763 -4.4837
C 1.8374 -6.2719 2.8247
O -1.9037 0.5523 -0.6665
N 0.3820 0.1977 -2.0400
C 0.9696 1.2569 -3.9196
H 0.1145 2.5450 2.7176
H 3.9644 -0.9716 1.9695
C 2.8691 1.4168 -0.1706
O -3.5989 1.8687 -0.1013
H -0.9031 -8.9915 2.5686
H -4.1099 1.2267 -0.6212
H 5.7002 2.8293 1.0368
H -0.3280 -4.7827 0.7582
H 5.7472 0.6971 2.2860
O -0.1284 2.0511 0.6988
C 1.9606 -7.4606 3.5242
S -0.2060 -2.7006 -0.5363
H 2.0586 1.6378 -0.8495
O -0.6688 -0.3368 1.6331
H 3.8438 3.2847 -0.5378
C 3.8763 2.3533 0.0115
N 1.3686 -3.9213 1.3369
C -0.2742 -7.0495 1.9349
H 2.8311 -7.6209 4.1457
C 0.9810 -8.4413 3.4362
C 1.6787 0.0771 -3.8283
H 1.4914 1.7842 1.9176
H 1.0220 1.9890 -4.7049
C 4.9163 2.0986 0.8919
H -1.5894 3.4546 0.3060
N 1.3046 -0.5244 -2.6938
H 2.5945 -5.5043 2.8917
*
```

***

[2]
DFT (wB97M-V/def2-TZVPD) results for a molecular structure, C20H20IrN5OS.

Properties
Electronic energy (eV): -44223.220
HOMO-LUMO gap (Ha): 0.2267
Maximum force (eV/Å): 0.8

```
! RIJCOSX wB97M-V def2-TZVPD def2/J DEFGRID3
* xyz 2 1
H -1.4022 -7.5878 0.4881
H -2.1788 -6.1704 2.3540
C 4.8018 0.2351 -3.1126
H 6.1980 0.0742 -4.7102
C -1.2981 -4.3883 1.5705
H 0.9216 5.1437 -0.3600
C 2.6826 -0.8926 -2.9188
N 0.3417 1.8863 0.1503
H -0.0754 -6.6104 -1.3489
H 1.7219 -1.9612 -4.4955
C -0.7516 3.1932 1.8328
C 0.5206 4.2650 0.1241
C -0.4164 -5.9843 -0.5360
C -0.4378 1.9764 1.2629
S 3.0105 0.9258 0.3908
H -1.4854 0.8433 3.8167
O 0.5763 -1.9500 -0.4312
H 1.8643 -2.8129 -2.9508
H 5.2589 1.3616 -1.4449
C -0.2537 4.3580 1.2649
H 4.0118 -1.0558 -4.6047
H 6.9158 0.5336 -3.1551
C -1.9278 0.5641 2.8567
N -0.3725 -0.3053 1.1665
C 1.6620 -1.8439 -3.4168
C -0.1142 -4.6347 -0.5251
H 5.9762 1.7104 -4.0797
H 0.4513 -4.1953 -1.3339
H 0.6605 -1.5462 -3.1127
C -1.5987 -5.7369 1.5512
C -0.9130 0.6877 1.7836
H -1.3755 3.2237 2.7147
N -0.7736 -1.6021 1.4087
N 2.5072 -0.3290 -1.7134
C -1.1594 -6.5337 0.5006
Ir 0.9839 -0.0642 -0.2447
C 3.8528 -0.6083 -3.6352
H 1.3825 2.9057 -1.3028
C 6.0476 0.6548 -3.8050
H -0.4745 5.3200 1.7068
C -0.2473 -2.4055 0.5361
C 0.7961 3.0150 -0.4019
H -2.7643 1.2362 2.6638
C -0.5513 -3.8322 0.5292
N 4.5754 0.7410 -1.8655
H -2.2831 -0.4586 2.9236
H -1.6309 -3.7629 2.3867
C 3.4581 0.4453 -1.1784
*
```